Entry 1:
Density functional theory data (wB97M-V/def2-TZVPD) for C32H34GeN3O4Re as an isolated structure.

- highest occupied orbital energy (alpha / beta) (eV) = -8.57 / -8.53
- E (eV) = -105032.533
- charge = +1
- Kohn-Sham gap (alpha / beta) (eV) = 3.9 / 3.9
- 2S+1 = 2
- strongest force on any atom (eV/A) = 2.07

```
75
C32H34GeN3O4Re, DFT wB97M-V/def2-TZVPD
C -0.861 -1.266 0.803
C 0.904 1.999 -2.224
H -2.488 -5.047 -4.423
H 1.655 1.919 -3.008
C 3.010 -1.867 -1.812
H -5.523 -3.386 -1.909
H -4.269 -1.249 -1.840
H -0.635 2.039 5.295
H -1.420 5.195 0.183
C 1.990 0.763 4.315
C 1.784 -0.437 -3.338
H 3.902 -2.886 0.634
C 0.391 -2.603 2.477
H 3.726 -1.159 -3.694
C 2.895 -1.131 -3.004
H 2.796 -4.064 1.386
H -1.751 -1.867 1.016
H 2.185 4.141 -3.001
O 1.887 -2.792 0.148
C 1.402 4.374 -2.294
C 1.169 5.681 -1.948
C 3.041 -3.538 0.466
H -1.280 -2.959 -4.396
H 1.762 6.476 -2.370
C -0.086 3.830 2.613
C -2.376 1.189 1.475
C 0.819 -0.217 2.287
H 1.165 0.578 4.999
C -1.448 1.697 4.663
H 0.533 3.897 3.506
H 3.272 -4.263 -0.318
H 1.683 0.044 -4.298
C -2.893 -4.219 -3.861
C 0.751 -1.299 -1.233
C -4.080 -4.360 -3.159
H -1.625 0.639 4.829
H 3.927 -2.396 -1.622
H -0.735 4.699 2.564
N 0.323 0.928 -1.808
H -4.597 -5.307 -3.166
H 1.883 1.755 3.881
H -0.361 -1.466 -3.897
C 2.136 -1.669 3.829
H -3.131 1.877 1.097
C 0.157 -1.368 1.876
C -0.614 4.977 -0.501
C -1.862 -0.758 -2.755
O 0.436 0.958 1.850
C -3.903 -2.090 -2.409
C 1.919 -1.986 -0.946
H 2.922 0.717 4.872
Re -0.991 0.688 -0.137
C -2.199 -3.025 -3.831
C 2.002 -0.313 3.216
H -0.080 7.008 -0.802
N -0.489 -1.363 -0.545
C 0.643 3.316 -1.754
C -4.594 -3.285 -2.450
C 0.135 5.980 -1.053
C 1.357 -2.719 3.491
H 0.541 3.810 1.728
H -1.180 -1.903 -1.080
H 2.917 -1.782 4.565
H -2.348 2.238 4.949
H 1.476 -3.673 3.984
C -0.375 3.608 -0.794
Ge -1.150 2.138 2.724
C 0.617 -0.368 -2.418
H 2.908 -0.130 2.611
O -2.305 0.091 -1.954
H -2.881 0.407 2.041
C -2.682 -1.951 -3.079
H -0.146 -3.474 2.135
O -1.077 2.729 -0.154
N -0.589 -0.750 -3.222
```

Entry 2:
Density functional theory data (wB97M-V/def2-TZVPD) for C32H34IN11O10P2SW as an isolated structure.

- highest occupied orbital energy (alpha / beta) (eV) = -8.53 / -8.85
- E (eV) = -109947.632
- ΔE to the lowest compared entry with this formula, charge and spin (kcal/mol) = 0.0
- charge = 0
- Kohn-Sham gap (alpha / beta) (eV) = 7.7 / 5.3
- 2S+1 = 3
- strongest force on any atom (eV/A) = 1.46

```
92
C32H34IN11O10P2SW, DFT wB97M-V/def2-TZVPD
H -3.117 0.860 3.058
H 3.608 1.890 2.500
H -4.259 5.364 2.517
C 2.689 -5.161 -3.410
H -0.685 -3.308 5.595
H -3.467 -3.171 -1.358
C -3.028 -1.698 -2.886
C 4.094 1.168 1.855
H -4.456 2.302 4.067
H 4.910 -3.651 -0.634
H -2.998 5.491 -1.737
C -2.549 2.802 0.310
O -3.360 0.978 -2.547
H 4.375 -0.747 -2.278
N 0.886 1.356 -2.783
C -2.577 1.108 2.151
W -0.445 0.606 0.026
N 0.663 1.722 -1.488
C -3.538 -3.062 -2.440
P -3.890 -0.391 -1.937
H 6.686 -1.010 1.806
C 3.605 0.954 0.578
H -0.951 -4.090 3.275
C -2.882 2.417 1.604
C 4.005 -5.578 -3.269
C 0.768 3.387 0.956
H -3.009 3.807 -2.292
I -1.399 -2.935 0.551
C -0.973 -1.239 5.081
C 2.972 -3.656 -1.556
H -0.124 -0.112 -3.782
O -3.775 -0.475 -0.470
N 1.607 3.379 -2.580
C -3.803 4.597 1.900
N 1.446 2.332 -3.396
C 4.210 0.023 -0.261
N -3.547 4.942 0.630
N 0.146 2.240 2.648
H 5.582 0.621 3.300
H 4.408 -6.329 -3.935
O -5.363 -0.534 -2.523
N 0.990 4.135 2.015
H 3.391 0.710 -2.153
S 2.141 -1.184 -1.723
C 5.198 0.454 2.302
C -2.931 4.083 -0.157
C 2.167 -4.199 -2.558
C 1.105 2.980 -1.422
H 2.741 1.504 0.232
N 0.576 3.376 3.050
O -0.555 -2.844 -2.308
C 2.400 -2.593 -0.652
H -1.513 4.518 -1.706
C -0.883 -2.594 4.806
C 4.806 -5.035 -2.272
H -4.181 4.015 4.349
O -3.319 -1.555 -4.271
H -4.582 -3.156 -2.738
H 5.829 -5.369 -2.155
H -0.832 -0.867 6.087
O -0.950 -0.428 -1.584
H 1.476 4.703 -0.422
H -2.710 1.377 -1.929
C -1.032 -3.036 3.503
N 0.242 2.204 1.291
C 5.322 -0.681 0.187
N 1.041 3.798 -0.327
P -1.201 -1.553 -2.624
C -3.745 3.116 3.906
C -3.511 3.367 2.439
C 4.295 -4.068 -1.421
H 2.064 -5.584 -4.185
H 3.047 -2.310 0.176
O -1.868 1.996 -0.491
H -2.951 -3.845 -2.916
N -1.704 0.237 1.757
H 1.404 -2.840 -0.285
C -1.418 -0.784 2.746
H 1.137 -3.866 -2.660
H 5.813 -1.386 -0.473
C -1.287 -2.142 2.468
O -2.557 2.732 4.585
C 3.665 -0.213 -1.639
C -1.229 -0.345 4.058
O 0.920 -0.324 0.462
O -0.707 -0.886 -3.983
H -2.700 -0.918 -4.652
C -2.595 4.498 -1.557
C 5.816 -0.465 1.466
H -1.835 3.324 4.333
H -6.002 0.029 -2.069
H -1.258 0.715 4.264
```

Entry 3:
Density functional theory data (wB97M-V/def2-TZVPD) for C32H34IrN4P as an isolated structure.

- highest occupied orbital energy (alpha / beta) (eV) = -16.52 / -16.74
- E (eV) = -51797.403
- ΔE to the lowest compared entry with this formula, charge and spin (kcal/mol) = 0.0
- charge = +3
- Kohn-Sham gap (alpha / beta) (eV) = 5.3 / 5.6
- 2S+1 = 2
- strongest force on any atom (eV/A) = 1.27

```
72
C32H34IrN4P, DFT wB97M-V/def2-TZVPD
N 0.920 0.933 -2.954
H -2.745 2.064 -1.411
C -2.838 -0.491 -2.368
C 0.146 -3.113 -0.947
H 0.742 -6.451 -0.811
N -0.548 2.650 -3.452
H -4.730 0.383 -2.778
H 2.133 -1.758 3.796
H -0.454 1.930 -5.425
C 1.222 -5.047 0.728
C 0.171 3.248 3.102
C 0.725 -5.416 -0.499
C 0.585 -1.334 0.765
H 1.230 3.516 3.121
H 1.053 -3.207 -6.441
H -2.294 4.512 -1.230
C -0.720 -2.472 -3.649
H -1.886 2.419 0.074
H -0.070 2.801 4.070
H -0.562 4.180 -1.110
C -0.716 4.468 2.808
C -0.120 1.709 -2.607
H 1.646 -5.791 1.391
H -0.396 4.975 1.900
H -4.348 -1.435 1.091
C -4.121 -0.145 -2.055
H -0.237 3.665 -5.237
H 1.588 0.340 -4.853
C 0.365 -2.530 -4.529
H -2.794 -3.013 -3.314
H -2.093 -2.236 0.498
C 1.724 -3.336 2.408
C 0.008 2.201 2.097
C -2.088 -3.646 -5.229
H -3.034 -4.094 -5.502
H -2.408 3.631 -3.487
C 1.520 2.494 -4.741
H -2.420 -0.230 -3.333
H 2.821 1.046 -3.802
H 1.314 -0.021 2.334
H -0.177 -4.729 -2.322
H 1.245 0.307 -2.237
H -1.130 -4.179 -7.071
C 1.786 1.133 -4.130
C -3.924 -1.177 0.130
P -0.452 -1.812 -2.002
H -0.624 5.164 3.638
N -0.143 1.382 1.309
Ir -0.568 -0.014 -0.085
H -0.990 4.677 -3.434
C -1.505 3.823 -1.529
C 1.717 -2.026 2.834
H -5.690 -0.209 -0.572
C -1.011 -3.700 -6.108
H 1.967 3.281 -4.131
C -2.066 -1.271 -1.450
H 1.326 -2.113 -4.250
C -1.794 2.426 -1.012
C 1.223 -1.036 1.996
C -2.625 -1.587 -0.188
C -1.421 3.758 -3.036
H 1.964 2.549 -5.733
N -0.709 1.505 -1.414
C 0.216 -3.150 -5.759
C -4.669 -0.487 -0.800
C 0.020 2.700 -4.810
C 0.199 -4.440 -1.349
C 1.200 -3.699 1.146
H 2.167 -4.106 3.029
H -1.763 4.184 2.717
C -1.956 -3.026 -3.998
C 0.655 -2.706 0.296
```

Entry 4:
Density functional theory data (wB97M-V/def2-TZVPD) for C32H34N12S2Tl as an isolated structure.

- highest occupied orbital energy (eV) = -10.34
- E (eV) = -77971.857
- ΔE to the lowest compared entry with this formula, charge and spin (kcal/mol) = 24.0
- charge = +1
- Kohn-Sham gap (eV) = 7.0
- 2S+1 = 1
- strongest force on any atom (eV/A) = 3.00

```
81
C32H34N12S2Tl, DFT wB97M-V/def2-TZVPD
N -2.708 1.816 -4.024
C -0.069 4.229 4.306
H -1.367 3.061 -0.647
C -3.640 0.681 1.944
N -1.631 1.308 -1.940
C -1.360 1.930 -4.646
C -3.076 3.096 -3.466
H -5.697 0.527 2.466
H -1.517 2.530 -5.486
N -2.133 3.594 -2.497
H -2.745 -2.878 3.103
C -1.555 -2.590 4.881
C 4.197 -4.442 -4.728
H -0.892 0.944 -4.910
C 1.615 0.091 -0.827
H -3.066 3.809 -4.289
N -4.729 0.735 2.717
S -4.016 -0.169 0.411
C 1.873 1.950 1.093
C 5.151 -4.971 -3.875
C -0.359 1.550 -2.573
N -2.570 1.171 2.472
H -1.174 3.842 2.535
N 1.301 -3.998 -2.475
C 0.745 3.767 5.297
C -1.747 -2.671 3.537
C -0.313 -2.240 5.413
H -4.082 3.107 -3.046
H 3.387 -4.782 -1.003
N -1.461 0.816 1.720
H 0.982 0.500 4.255
H 1.106 4.346 6.189
C 2.910 -4.164 -4.317
C 0.616 -2.402 3.224
H -3.070 2.543 -0.979
C 2.592 -4.409 -2.964
H 3.481 0.793 -1.586
C -0.286 1.237 2.062
H -4.507 0.847 3.691
H 0.423 1.980 -1.829
H 1.870 2.706 1.872
C 0.751 1.078 1.032
C -0.486 3.473 3.265
H 0.071 0.623 -2.915
C 2.725 0.915 -0.807
H 3.717 2.612 0.065
N -0.777 -2.596 1.239
H 1.497 -0.625 -1.577
H 0.673 -3.578 -3.174
S -1.054 -2.352 -1.845
C 0.771 -2.185 4.576
C -0.088 2.114 3.287
H -0.381 5.252 4.402
H 4.399 -4.215 -5.788
C 1.067 2.409 5.274
C 0.014 -3.301 -0.761
H -3.601 0.990 -2.431
H 1.708 2.012 6.056
C -0.639 -2.546 2.676
C -0.842 3.756 -3.147
N -0.392 2.450 -3.657
H -0.980 4.503 -4.029
H 6.162 -5.160 -4.262
C 0.718 1.541 4.228
H -0.206 -2.185 6.422
H -0.077 4.143 -2.458
N 0.630 0.150 0.045
H 5.576 -5.397 -1.852
Tl -1.741 -0.790 -0.132
H -2.400 -2.835 5.486
C 4.846 -5.042 -2.521
C 3.557 -4.806 -2.053
C -2.636 0.877 -2.913
H 2.139 -3.897 -5.011
C -2.045 2.618 -1.428
C 2.848 1.929 0.103
H -2.367 -0.072 -3.251
N 1.084 -3.972 -1.226
N 0.000 -3.296 0.562
H 1.506 -2.478 2.546
H 1.774 -1.911 4.892
```

Entry 5:
Density functional theory data (wB97M-V/def2-TZVPD) for C32H34N2OP2Ru as an isolated structure.

- highest occupied orbital energy (alpha / beta) (eV) = -8.51 / -10.82
- E (eV) = -59912.940
- charge = +1
- Kohn-Sham gap (alpha / beta) (eV) = 6.4 / 5.6
- 2S+1 = 6
- strongest force on any atom (eV/A) = 5.45

```
72
C32H34N2OP2Ru, DFT wB97M-V/def2-TZVPD
C 1.865 1.589 1.521
H 3.376 -1.204 -3.376
H 0.268 4.267 0.487
H -3.365 4.651 2.767
H 3.683 -4.680 0.340
H -0.232 -0.638 -4.673
H -2.030 2.727 -1.249
C 0.738 -0.282 -4.325
C -2.442 2.695 2.783
H -1.601 5.686 1.332
H 0.835 -1.314 2.466
H -1.262 0.879 2.637
C -1.721 -2.059 0.463
C -0.380 2.494 1.497
H -4.922 -0.995 1.288
H 2.682 -3.210 2.078
C -1.128 -1.878 1.754
C 3.975 0.394 1.509
C 1.164 -3.342 -1.482
P 1.050 -0.825 -2.629
H -1.472 -1.500 3.852
Ru 0.288 0.643 -0.919
H 4.653 -0.305 1.025
C 2.234 -3.311 1.084
H -0.291 -2.868 -2.945
C 3.370 1.732 3.437
H 0.744 0.812 -4.348
C -3.292 -1.357 2.648
O 0.838 3.110 -2.501
H -3.684 2.029 -1.402
C -1.552 4.628 1.598
C -2.692 1.902 -0.955
C 2.814 0.779 0.859
N -1.004 -2.656 -0.515
C -1.356 1.933 2.354
C 4.255 0.860 2.794
H 3.583 2.076 4.446
H 0.299 -0.371 0.251
H 5.156 0.527 3.307
H 2.940 -4.573 -2.007
C 0.305 -2.979 -0.366
C 0.949 -2.761 0.879
C -3.251 -0.966 -1.151
H 3.264 -1.088 -1.608
H -4.264 -0.551 -1.288
N 0.633 1.710 0.943
H 1.345 -3.115 -3.646
H -3.265 0.927 -3.470
H -3.937 -1.313 3.528
C -1.938 -1.534 2.856
C -0.492 3.859 1.147
C 2.822 -4.063 0.086
C 2.347 -4.048 -1.236
C -2.522 4.049 2.422
C -3.021 -1.450 0.240
H 1.433 2.695 3.311
H 3.122 0.369 -2.588
P -1.917 0.388 -1.587
C 0.786 -2.725 -2.780
H -1.539 1.113 -3.829
H -3.045 -1.800 -1.851
C 2.192 2.109 2.799
C 2.873 -0.695 -2.547
C 0.275 -1.855 1.721
H 2.565 0.397 -0.145
H -2.264 -0.524 -3.818
C -2.281 0.468 -3.353
H -2.742 1.875 0.140
C 0.710 2.139 -1.873
H -3.198 2.238 3.438
C -3.849 -1.250 1.355
H 1.520 -0.667 -4.985
```

Entry 6:
Density functional theory data (wB97M-V/def2-TZVPD) for a 2-piece molecular cluster, C32H34N5 overall.

- highest occupied orbital energy (eV) = -10.40
- E (eV) = -41178.636
- ΔE to the lowest compared entry with this formula, charge and spin (kcal/mol) = 15.8
- charge = +1
- Kohn-Sham gap (eV) = 5.9
- 2S+1 = 1
- strongest force on any atom (eV/A) = 2.27

```
71
C32H34N5, DFT wB97M-V/def2-TZVPD
N -5.240 0.711 1.659
H 4.934 -1.709 0.611
C 1.377 2.948 9.647
H -2.518 2.165 5.027
H 6.218 0.884 0.165
H -1.231 1.562 9.070
H -6.008 -3.777 1.868
C 2.268 2.356 3.781
C 2.235 3.947 8.840
H 4.588 0.316 -0.310
H 7.357 -1.562 4.961
H -0.816 1.791 1.069
H -0.221 2.805 4.657
N 0.720 2.197 8.606
H -0.368 0.071 6.697
C 1.069 1.775 3.270
C -0.568 1.085 7.056
N 4.907 0.669 1.783
H -6.670 0.698 3.970
H 0.001 0.271 9.033
H 2.554 -0.278 0.940
H 0.349 0.205 1.934
C -2.620 1.872 3.979
C -5.848 -0.402 2.301
C -5.711 -1.661 1.690
C 1.222 0.756 2.279
H 4.430 2.398 3.723
C 6.576 -2.837 3.391
C -2.911 1.358 1.254
C -4.011 1.174 2.127
C -0.324 1.206 8.570
H 2.004 2.284 10.258
H -7.378 -3.571 3.965
H 2.186 3.116 4.556
H 0.639 3.451 10.289
C -6.566 -0.283 3.507
C -6.205 -2.799 2.313
C 3.631 1.007 2.302
C -6.953 -2.679 3.495
C 5.426 -1.704 1.589
H -1.600 1.345 6.799
C 5.144 0.983 0.362
C -3.836 1.425 3.507
C 2.463 0.440 1.759
C 6.771 -1.608 4.042
H 4.835 2.018 0.172
H -5.268 1.859 -0.099
H 6.970 -3.757 3.828
H 6.326 0.521 4.016
N 1.813 3.730 7.462
C -0.201 2.195 3.746
H 2.034 4.977 9.154
C -7.146 -1.417 4.078
H -4.667 1.262 4.190
H 5.733 -3.828 1.648
H -6.596 0.666 0.079
H -5.167 -1.726 0.743
C 0.951 2.683 7.363
C -5.523 0.844 0.222
H -7.745 -1.319 4.985
H 3.299 3.708 8.972
C 5.528 -0.497 2.293
H -3.041 1.175 0.183
C -1.464 1.909 3.148
C -1.661 1.687 1.751
H 2.189 4.172 6.629
C 3.513 1.967 3.324
H -4.959 0.117 -0.381
N 0.294 2.068 6.398
C 5.892 -2.879 2.166
C 6.219 -0.443 3.519
```

Number 6 is which compound? C32H34N5